DFT (ωB97M-V with the def2-TZVPD basis set) results for a 3-piece molecular cluster, C42H61BFN8O7P3S2 overall.

Computed properties:
Orbital gap: 6.9 eV
Highest occupied orbital energy: -7.80 eV
E_LUMO: -0.931 eV
SMILES: N=[PH2]c1cc(B(O)O)c2c(c1)C(=O)c1c(F)c(O)cc(CCCSC(=S)N(c3ccccc3)c3ccccc3)c1C2=O.CN(C)P(=O)(N(C)C)N(C)C.CN(C)P(=O)(N(C)C)N(C)C

Structure (XYZ):
```
125
Properties=species:S:1:pos:R:3:forces:R:3:lowdin_charge:R:1
N 0.70300 -3.55586 1.90084 -0.094 -0.210 -0.669 -0.317
P 0.84418 -3.12596 0.39127 -0.225 -0.418 0.730 0.716
C -0.36328 -1.85793 -0.15205 1.025 -0.101 0.029 -0.322
C -1.62305 -2.19598 -0.61755 0.121 0.262 0.036 -0.022
C -2.49605 -1.19329 -1.04924 -0.934 -0.502 -0.335 -0.017
B -3.93649 -1.63423 -1.57959 0.207 0.215 -0.737 -0.609
O -3.99594 -2.28934 -2.80213 0.117 -0.191 0.708 0.159
O -5.05892 -1.40248 -0.83007 0.880 -0.432 0.089 0.142
C -2.09605 0.13205 -1.00771 0.140 0.371 0.111 -0.036
C -0.82969 0.45048 -0.51562 0.160 1.297 0.065 -0.074
C 0.04006 -0.52109 -0.08237 0.114 -0.823 -0.061 -0.012
C -0.40781 1.90277 -0.45666 0.098 0.375 0.097 -0.220
O 0.74539 2.25879 -0.59330 -0.894 -0.503 0.216 0.127
C -1.55148 2.88195 -0.18766 0.727 -1.281 -0.483 0.007
C -1.33643 4.02338 0.53797 0.079 0.600 -0.071 -0.144
F -0.12464 4.33806 1.00596 -0.212 -0.105 0.080 0.115
C -2.38638 4.91043 0.79035 -0.009 -0.070 0.176 -0.224
O -2.12479 6.04019 1.49985 0.061 -0.180 0.108 0.092
C -3.63755 4.58618 0.31158 -0.322 0.016 0.128 0.037
C -3.88444 3.42001 -0.41012 -0.371 -0.557 -0.928 -0.149
C -5.32246 3.15479 -0.84839 -0.387 0.805 0.606 -0.117
C -6.17691 2.79454 0.40959 0.572 -0.114 -0.069 -0.241
C -6.26985 1.27583 0.73178 -0.463 0.930 0.357 -0.480
S -7.90689 0.70394 0.19008 -0.046 -1.061 -0.139 0.952
C -7.98761 -0.99256 0.74720 0.836 1.073 -0.064 -1.008
S -6.87704 -1.54784 1.79907 -0.241 -0.324 -0.009 0.777
N -9.06920 -1.72963 0.16339 0.184 -0.698 0.588 -0.095
C -9.96856 -2.31057 1.13953 -0.935 0.697 0.126 -0.265
C -9.64596 -3.28288 2.06820 1.628 -0.651 0.162 -0.083
C -10.53598 -3.78580 2.99898 -0.398 0.325 -0.384 -0.069
C -11.83581 -3.29183 2.97593 0.314 -0.477 0.571 -0.092
C -12.18052 -2.30788 2.06605 -0.747 -0.122 0.451 -0.087
C -11.26352 -1.80956 1.15652 -0.351 0.183 -0.193 -0.007
C -8.63833 -2.63908 -0.86702 0.537 0.560 -0.882 -0.211
C -7.89077 -2.11155 -1.92499 0.083 0.700 -0.245 -0.039
C -7.46864 -2.89979 -2.96870 0.180 -0.666 -0.370 -0.083
C -7.75209 -4.26315 -2.97472 0.154 -0.523 -0.386 -0.102
C -8.49178 -4.81163 -1.94925 -0.091 0.331 0.237 -0.083
C -8.93460 -3.98721 -0.91856 -0.651 -0.646 0.785 -0.024
C -2.82795 2.55302 -0.68576 0.013 0.026 0.088 -0.020
C -2.96929 1.27105 -1.49423 0.128 0.391 0.142 -0.234
O -3.69267 1.18418 -2.46653 0.245 -0.353 0.697 0.142
H 0.53319 -4.56085 1.89719 0.043 0.138 0.448 -0.052
H 2.11040 -2.56658 0.06529 -0.418 0.128 -0.206 0.008
H 0.68922 -4.20005 -0.52658 0.072 0.450 -0.111 0.012
H -1.92342 -3.24383 -0.63816 0.016 0.196 -0.066 0.123
H -4.18920 -3.22621 -2.66522 -0.402 0.163 -0.337 0.111
H -4.73910 -1.24473 0.07156 -0.553 0.202 0.023 0.069
H 1.02920 -0.29150 0.31086 -0.209 0.255 -0.212 0.121
H -2.89995 6.27968 2.02152 0.019 0.083 -0.176 0.119
H -4.47720 5.25297 0.52094 0.241 -0.069 -0.062 0.141
H -5.41425 2.45036 -1.67701 0.088 -0.028 0.343 0.109
H -5.71533 4.11894 -1.21148 0.158 -0.307 -0.068 0.120
H -7.15817 3.28734 0.37418 0.125 -0.362 -0.110 0.096
H -5.65907 3.24298 1.27066 -0.258 -0.014 -0.204 0.102
H -6.20246 1.18343 1.82137 -0.017 -0.389 -0.323 0.061
H -5.46685 0.71525 0.24231 -0.304 0.046 0.111 0.057
H -8.62400 -3.66457 2.08784 -0.267 0.118 -0.106 0.087
H -10.21723 -4.54777 3.70702 -0.100 0.179 -0.155 0.109
H -12.54072 -3.68885 3.70520 -0.075 0.253 -0.267 0.104
H -13.20636 -1.94309 2.11925 0.289 0.121 -0.298 0.106
H -11.58670 -1.03335 0.46328 0.312 -0.175 0.069 0.121
H -7.63573 -1.05460 -1.98180 -0.177 -0.209 0.294 0.095
H -6.90322 -2.49616 -3.80755 -0.105 0.163 0.334 0.113
H -7.40171 -4.91182 -3.77762 -0.052 0.270 0.077 0.102
H -8.75132 -5.86784 -1.90253 0.123 0.224 -0.170 0.107
H -9.54049 -4.45820 -0.14720 0.136 0.243 -0.073 0.108
C 7.26944 4.44768 0.08364 0.066 0.162 0.505 -0.140
N 6.52459 5.20824 -0.90189 0.363 0.476 -0.144 -0.304
C 7.46322 5.94868 -1.73995 -0.187 0.104 -0.421 -0.151
P 4.98946 5.98048 -0.66648 0.325 -7.430 0.257 0.722
O 4.55487 5.97672 -2.11406 0.161 3.831 0.586 -0.300
N 3.80112 4.83750 -0.12502 -0.466 0.008 0.166 -0.337
C 4.14596 3.48125 0.25150 0.308 0.065 0.502 -0.135
C 2.54272 4.82163 -0.87056 0.163 0.320 -0.396 -0.142
N 5.35941 6.38341 1.01094 -1.028 2.899 -0.918 -0.275
C 4.23628 6.48639 1.96504 -0.272 -0.269 0.245 -0.127
C 6.05206 7.69787 1.06873 0.670 -0.177 -0.035 -0.137
H 7.70012 5.07518 0.87659 0.014 -0.029 0.024 0.077
H 8.10065 3.93144 -0.40413 -0.048 0.142 -0.192 0.081
H 6.68226 3.66377 0.54955 -0.173 0.157 0.046 0.048
H 8.02809 6.69661 -1.16398 0.119 -0.073 -0.014 0.065
H 6.94763 6.46836 -2.54727 -0.124 -0.050 0.083 0.069
H 8.18327 5.27173 -2.20614 -0.022 -0.059 0.086 0.079
H 4.63725 2.93190 -0.56236 0.046 -0.065 0.056 0.090
H 3.25071 2.92636 0.54132 -0.125 0.144 -0.195 0.074
H 4.77793 3.46755 1.14340 0.165 0.012 -0.109 0.063
H 2.62786 4.24546 -1.80027 -0.075 0.076 -0.031 0.086
H 2.22395 5.83261 -1.12428 0.108 -0.018 -0.085 0.074
H 1.75294 4.38051 -0.27467 0.156 -0.113 0.190 0.038
H 3.43090 7.12115 1.58897 -0.051 0.004 0.114 0.087
H 4.59089 6.90476 2.91100 0.236 0.174 -0.197 0.080
H 3.82713 5.51196 2.21260 -0.013 -0.036 -0.292 0.070
H 5.39893 8.51305 0.74555 -0.001 0.073 0.151 0.082
H 6.93654 7.70464 0.42839 -0.065 -0.108 -0.079 0.061
H 6.39777 7.90647 2.08157 -0.077 -0.078 0.013 0.080
C 7.11798 -2.20172 1.11239 0.542 -0.074 0.027 -0.137
N 6.17378 -3.30408 1.13814 -0.007 -0.227 0.559 -0.304
C 5.64850 -3.44913 2.49487 -0.433 -0.227 0.014 -0.145
P 6.28391 -4.77996 0.23780 -0.951 6.500 -3.503 0.721
O 4.80784 -5.10040 0.22129 1.197 -3.093 1.890 -0.311
N 6.40204 -4.43921 -1.46463 0.087 -0.256 -0.522 -0.348
C 6.58091 -3.09407 -1.97469 0.502 0.128 0.195 -0.143
C 5.46368 -5.15839 -2.32064 -0.228 -0.101 0.217 -0.151
N 8.04256 -4.81632 0.35018 -0.577 -3.063 0.830 -0.274
C 8.79769 -5.46426 -0.74211 0.144 0.089 -0.425 -0.127
C 8.44919 -5.52830 1.59138 0.044 0.510 0.486 -0.134
H 8.07000 -2.43878 1.60699 0.017 0.029 -0.007 0.078
H 6.69044 -1.34198 1.63454 -0.172 -0.159 0.081 0.083
H 7.33292 -1.84702 0.11048 0.045 -0.213 -0.058 0.048
H 6.43500 -3.72463 3.21243 0.002 0.126 0.050 0.066
H 4.87227 -4.21266 2.53989 0.036 -0.009 -0.141 0.071
H 5.19545 -2.51586 2.83636 0.061 0.038 -0.074 0.081
H 5.77745 -2.41553 -1.65990 0.057 0.084 -0.008 0.087
H 6.61020 -3.09926 -3.06690 -0.152 -0.188 0.018 0.080
H 7.54904 -2.68519 -1.67804 -0.076 0.073 0.151 0.064
H 4.47174 -4.68850 -2.32725 -0.036 -0.105 -0.018 0.078
H 5.34683 -6.19095 -1.99611 -0.074 0.054 0.045 0.069
H 5.83283 -5.18574 -3.34940 0.151 0.131 0.057 0.078
H 8.41105 -6.45778 -0.97938 0.107 -0.029 -0.058 0.087
H 9.84851 -5.56322 -0.45819 -0.122 -0.027 0.327 0.081
H 8.79575 -4.86259 -1.64555 -0.285 0.013 0.044 0.070
H 8.17096 -6.58495 1.56012 0.159 -0.052 -0.002 0.083
H 7.97849 -5.08463 2.47104 -0.109 0.053 -0.093 0.063
H 9.52628 -5.45371 1.74187 -0.016 0.028 -0.112 0.082
```
Forces are in eV/Å.